1.
Computed, not measured: a structure of composition C40H52BCsN5O2PSi at a distorted geometry, with ωB97M-V/def2-TZVPD.

XYZ file:
```
103
C40H52BCsN5O2PSi | the OMol25 dataset | ωB97M-V/def2-TZVPD
Cs 0.714 -0.009 0.810
P -0.741 1.165 -2.118
Si 4.374 -1.876 0.770
O 0.023 -3.589 0.538
O -2.324 -1.798 0.345
N -0.653 -1.798 5.371
N 3.582 -0.421 0.507
N -2.382 0.077 4.054
N 0.226 -1.411 4.452
N -2.904 -0.994 4.639
C 1.480 1.343 -5.536
C 4.186 -2.321 2.625
C -0.279 1.165 -3.899
C -2.383 0.311 -2.367
C 0.273 -3.861 1.903
C -0.490 5.632 -1.292
C 3.274 1.930 0.355
C -0.483 4.750 -0.259
C 6.273 -2.079 0.464
C 1.104 -1.045 6.477
C -1.185 0.974 -4.941
C -2.420 -3.154 0.694
C -4.562 -1.322 -2.978
C 1.286 -0.947 5.096
C 3.585 -3.328 -0.203
C 2.057 1.666 -3.124
C -3.375 0.922 3.819
C -3.937 2.286 -2.026
C 0.573 1.141 -6.564
C -3.295 -1.873 -2.887
C 3.638 3.164 -0.129
C -4.586 0.385 4.261
C -0.929 2.928 -1.830
C -1.254 -3.941 0.090
C -0.811 3.362 -0.446
C 5.438 2.170 -1.339
C -4.739 0.023 -2.710
C -0.922 3.868 -2.858
C 3.979 0.754 0.008
C 5.073 0.929 -0.870
C -2.222 -1.054 -2.600
C -3.674 0.851 -2.369
C -0.767 0.972 -6.261
C -0.154 -1.599 6.600
C -3.406 -1.051 0.837
C -4.229 -0.846 4.776
C -0.770 5.214 -2.606
C 1.076 1.377 -4.210
C 4.727 3.307 -0.978
C -1.026 2.519 0.594
B -2.082 -2.247 5.047
H -1.235 -3.760 -0.987
H 6.499 -2.164 -0.595
H -0.935 2.839 1.623
H -5.734 0.450 -2.773
H -0.036 -4.887 2.142
H -3.153 -2.933 -3.049
H -5.001 2.456 -1.861
H -1.043 3.530 -3.883
H -1.438 -5.015 0.279
H -0.698 -1.888 7.479
H -3.358 -3.582 0.295
H 1.675 2.471 -2.497
H 2.429 1.842 1.032
H 6.291 2.265 -2.003
H -0.825 5.938 -3.410
H 0.916 1.120 -7.594
H -4.339 -1.325 0.323
H -1.488 0.839 -7.059
H -1.221 -1.471 -2.552
H 1.770 -0.746 7.267
H 4.667 -3.263 2.874
H -5.569 0.817 4.213
H -4.835 -1.613 5.220
H 3.023 1.970 -3.523
H -3.596 2.940 -2.826
H -1.361 1.501 0.423
H -0.226 -3.155 2.571
H -5.412 -1.939 -3.245
H -0.239 5.084 0.745
H 2.207 0.801 -2.476
H 3.951 -3.380 -1.225
H 2.142 -0.577 4.560
H 5.008 4.282 -1.355
H -2.581 -2.704 6.048
H -0.261 6.678 -1.110
H -3.398 2.574 -1.127
H 3.061 4.034 0.165
H 3.792 -4.284 0.270
H 2.525 1.499 -5.776
H 2.508 -3.213 -0.248
H 6.686 -2.955 0.957
H -3.538 -1.194 1.914
H -2.094 -3.038 4.133
H 4.623 -1.553 3.256
H -2.236 0.832 -4.724
H 6.807 -1.211 0.841
H 5.622 0.046 -1.164
H -3.186 -0.007 0.638
H -3.183 1.866 3.343
H 3.140 -2.405 2.898
H -2.429 -3.272 1.788
H 1.348 -3.763 2.035
```

Summary:
Orbital gap = 4.7 eV
Multiplicity = 1
Relative energy (zero: lowest compared OMol25 entry of this formula, charge and spin) = 27.8 kcal per mole
Total charge = -2

Atomic partial charges in e from the Löwdin method, atoms 1 to 5:
1. Cs 0.987
2. P 1.060
3. Si 0.364
4. O -0.224
5. O -0.222



2.
Computed, not measured: a cluster of 2 separate species, C3H7INOS in total at a distorted geometry, with ωB97M-V/def2-TZVPD.

XYZ file:
```
14
C3H7INOS | the OMol25 dataset | ωB97M-V/def2-TZVPD
I 0.888 2.138 -2.193
S 1.355 0.795 1.273
O 1.828 -0.676 -1.482
N -0.479 -1.610 0.069
C -0.690 -0.205 -0.359
C 1.066 0.180 -1.459
C -0.403 0.896 0.613
H -0.786 1.776 0.071
H -0.300 -1.393 1.110
H -1.316 -2.301 -0.205
H 1.183 1.684 2.239
H -1.011 0.869 1.537
H -1.670 -0.223 -0.826
H 0.336 -1.929 -0.388
```

Summary:
Orbital gap = 9.0 eV
Multiplicity = 1
Relative energy (zero: lowest compared OMol25 entry of this formula, charge and spin) = 19.3 kcal per mole
Total charge = +1

Atomic partial charges in e from the natural (NBO) method, atoms 1 to 5:
1. I 0.297
2. S -0.031
3. O -0.502
4. N -0.732
5. C -0.154



3.
Computed, not measured: an isolated molecule of CClFO at a distorted geometry, with ωB97M-V/def2-TZVPD.

XYZ file:
```
4
CClFO | the OMol25 dataset | ωB97M-V/def2-TZVPD
Cl -1.746 -0.278 -0.006
F 0.699 -1.311 -0.022
O 0.518 1.003 -0.033
C -0.137 0.051 0.044
```

Summary:
Orbital gap = 12.7 eV
SMILES string = O=C(F)Cl
Multiplicity = 1
Relative energy (zero: lowest compared OMol25 entry of this formula, charge and spin) = 17.6 kcal per mole
Total charge = 0

Now the natural (NBO) charges, all in e:
1. Cl 0.133
2. F -0.436
3. O -0.438
4. C 0.741



4.
Computed, not measured: a cluster of 4 separate species, C17H36BF4N5O in total at a distorted geometry, with ωB97M-V/def2-TZVPD.

XYZ file:
```
64
C17H36BF4N5O | the OMol25 dataset | ωB97M-V/def2-TZVPD
F -5.043 9.752 -15.301
F -6.748 8.317 -14.856
F -4.826 7.494 -15.835
F -6.219 8.875 -17.045
O -7.628 10.481 -12.825
N -5.290 6.867 -12.125
N -6.582 5.647 -10.863
N -8.590 12.478 -15.773
N -7.843 7.780 -20.086
N -7.480 6.399 -18.440
C -4.436 7.964 -12.588
C -7.457 11.997 -16.625
C -7.566 4.400 -16.999
C -7.176 6.683 -19.699
C -5.930 5.986 -12.953
C -8.800 11.573 -14.592
C -8.647 8.150 -19.028
C -6.686 5.478 -17.626
C -8.426 7.290 -18.007
C -9.825 12.514 -16.627
C -7.613 8.541 -21.317
C -7.231 5.155 -9.643
C -8.350 13.931 -15.389
C -6.241 4.392 -8.778
C -6.817 5.306 -12.169
C -5.680 6.630 -10.871
C -7.661 11.657 -13.573
B -5.694 8.595 -15.781
H -6.932 3.662 -16.506
H -5.037 8.868 -12.604
H -3.591 8.034 -11.908
H -8.132 3.837 -17.744
H -8.357 8.242 -22.054
H -6.578 11.932 -15.991
H -8.060 14.480 -16.276
H -8.818 7.222 -17.008
H -6.677 11.830 -14.023
H -6.774 3.966 -7.930
H -7.774 12.503 -12.887
H -9.220 9.053 -19.141
H -7.629 10.976 -16.973
H -4.100 7.768 -13.601
H -5.283 7.195 -10.044
H -6.146 6.059 -16.880
H -8.037 4.509 -10.002
H -6.917 9.895 -13.103
H -6.478 6.101 -20.277
H -10.061 11.553 -17.086
H -5.970 5.005 -18.294
H -7.363 12.603 -17.521
H -7.429 4.484 -12.502
H -7.787 5.950 -9.147
H -6.612 8.327 -21.672
H -9.749 11.838 -14.130
H -7.769 9.593 -21.097
H -5.429 5.035 -8.441
H -8.323 4.750 -16.297
H -9.262 14.338 -14.960
H -5.790 5.997 -14.020
H -8.848 10.552 -14.966
H -10.696 12.724 -16.009
H -5.807 3.578 -9.359
H -7.585 13.853 -14.622
H -9.674 13.252 -17.409
```

Summary:
Orbital gap = 10.8 eV
Multiplicity = 1
Relative energy (zero: lowest compared OMol25 entry of this formula, charge and spin) = 0.0 kcal per mole
Total charge = +2

Atomic partial charges in e from the natural (NBO) method, atoms 1 to 5:
1. F -0.574
2. F -0.595
3. F -0.565
4. F -0.576
5. O -0.712



| no. | E_tot (a.u.) | HOMO (eV) |
| --- | --- | --- |
| 1 | -2655.58974 | -1.0 |
| 2 | -944.03264 | -13.3 |
| 3 | -673.38004 | -12.6 |
| 4 | -1442.41215 | -15.0 |